{"formula": "C18H64N2O14", "method": "ωB97M-V/def2-TZVPD", "multiplicity": 1, "total_charge": 0, "lumo_ha": 0.0096, "elements": ["C", "C", "O", "H", "H", "H", "H", "H", "H", "C", "C", "O", "H", "H", "H", "H", "H", "H", "C", "C", "O", "H", "H", "H", "H", "H", "H", "C", "C", "O", "H", "H", "H", "H", "H", "H", "C", "O", "N", "N", "H", "H", "H", "H", "C", "O", "H", "H", "H", "H", "C", "O", "H", "H", "H", "H", "C", "O", "H", "H", "H", "H", "C", "O", "H", "H", "H", "H", "C", "O", "H", "H", "H", "H", "C", "O", "H", "H", "H", "H", "C", "O", "H", "H", "H", "H", "C", "O", "H", "H", "H", "H", "C", "O", "H", "H", "H", "H"], "coordinates": [[-1.40364, 3.23986, 1.10538], [-1.84695, 4.67559, 1.41508], [-3.10223, 4.75610, 0.83457], [-0.36857, 3.10526, 1.41589], [-1.43113, 3.04326, 0.08347], [-2.11272, 2.69572, 1.53522], [-1.08886, 5.41665, 1.11029], [-1.81741, 4.63144, 2.50751], [-2.93690, 4.71711, -0.08403], [1.94701, -2.53865, 2.80711], [2.44245, -2.29089, 1.37428], [3.82913, -1.95504, 1.51156], [1.25358, -3.24319, 2.97448], [1.52653, -1.60414, 3.15573], [2.72565, -2.72802, 3.53755], [1.83617, -1.47854, 0.93842], [2.48021, -3.13520, 0.70867], [4.38426, -2.75647, 1.36359], [1.59940, 4.36940, -0.08947], [2.33982, 5.10413, -1.25630], [1.81764, 6.41837, -1.40189], [0.50258, 4.39959, -0.18163], [1.96319, 4.89295, 0.78286], [1.84815, 3.27191, 0.02672], [2.29049, 4.45174, -2.10495], [3.41845, 5.29451, -1.08778], [2.55446, 7.05537, -1.63327], [-3.00742, -3.09550, -0.81263], [-3.35851, -4.26155, -1.62547], [-2.59762, -5.37737, -1.15570], [-3.75247, -2.27548, -1.10463], [-1.96757, -2.69236, -0.77265], [-3.31437, -3.24977, 0.24092], [-3.09360, -4.14810, -2.71773], [-4.41847, -4.58899, -1.45924], [-2.90933, -6.12218, -1.67584], [3.88520, 1.30157, -0.95452], [4.14422, 2.71839, -0.85641], [4.53203, 0.41660, -0.28719], [3.05463, 0.70238, -1.77440], [5.43898, 0.76826, 0.10834], [4.48736, -0.62149, -0.37813], [2.20777, 1.25687, -2.04739], [2.84260, -0.31093, -1.83640], [-1.53309, -3.36936, 2.27061], [-2.81525, -3.71512, 2.76913], [-0.95671, -3.11871, 3.11463], [-1.57312, -2.54377, 1.63349], [-1.03860, -4.24390, 1.72816], [-3.12879, -4.56515, 2.34815], [-0.11534, -1.88898, -3.75036], [-0.45489, -1.10857, -4.83226], [-0.95240, -2.58219, -3.58968], [0.08255, -1.24105, -2.88275], [0.83436, -2.41761, -3.92177], [-1.35528, -0.78176, -4.71754], [0.47987, -3.83930, -1.10904], [1.63425, -4.70034, -0.97396], [-0.10248, -3.55247, -0.25622], [-0.16013, -4.32132, -1.91998], [0.76975, -2.95927, -1.65477], [1.27912, -5.61117, -0.83192], [-4.09761, -0.32814, 1.21861], [-5.20442, -0.73705, 1.99423], [-3.36068, -1.13514, 1.34178], [-3.70859, 0.60394, 1.41128], [-4.40713, -0.33363, 0.11144], [-5.98615, -0.24635, 1.91961], [0.41289, 0.33128, 0.22415], [-0.54628, -0.71316, 0.46767], [1.04267, 0.53263, 0.99992], [-0.02373, 1.26993, -0.13548], [0.99826, -0.12472, -0.64683], [-0.80273, -0.56966, 1.39448], [-2.27879, 0.39661, -1.63523], [-2.26055, 1.68263, -2.14638], [-2.94346, -0.24098, -2.26327], [-2.43286, 0.33673, -0.60908], [-1.30408, -0.13238, -1.72585], [-1.40282, 1.87959, -2.61757], [0.82474, 1.49156, -3.40277], [0.91382, 2.18931, -2.23130], [1.25007, 0.49327, -3.34066], [1.50315, 1.90768, -4.06174], [-0.18905, 1.54314, -3.89958], [0.51102, 3.03940, -2.34477], [3.51855, 1.91524, 2.47921], [2.94188, 0.58165, 2.63217], [3.20470, 2.60681, 3.24661], [3.10701, 2.37966, 1.51083], [4.57651, 1.87237, 2.54851], [3.04591, 0.20792, 1.76893], [-0.59299, 0.88380, 3.29978], [-1.32111, -0.17235, 2.88920], [-1.13897, 1.79886, 3.32817], [0.31182, 0.98897, 2.74381], [-0.05234, 0.63895, 4.20847], [-1.82669, -0.50751, 3.65771]], "atomic_forces_ev_per_a": [[3.41, 3.35, -0.53], [1.95, -1.85, 0.30], [-1.26, 1.40, 1.55], [-0.16, -0.52, 0.42], [-0.07, -0.25, -2.07], [-2.50, -2.93, 2.08], [-0.56, 0.06, -0.19], [-0.94, 0.88, 0.02], [-0.08, -0.07, -1.63], [1.65, 2.68, -0.27], [0.55, -0.73, 1.15], [1.43, 0.23, -0.86], [-2.67, -2.74, 0.00], [-0.24, 0.33, 0.16], [0.62, -0.16, -0.37], [0.73, -0.32, -0.04], [-0.99, -0.54, -0.16], [-0.93, 0.90, 0.24], [0.89, -0.35, -0.47], [0.86, -0.24, 1.32], [0.27, 1.26, -0.74], [0.44, 0.51, -0.08], [-0.51, -0.03, 0.70], [0.12, 1.38, -0.48], [-0.22, 0.13, -1.13], [-0.47, -1.09, 0.42], [-1.38, -1.40, 0.40], [-1.49, 2.72, 1.28], [0.17, -1.76, -0.96], [0.34, -0.43, 0.04], [1.32, -0.69, 0.15], [-0.81, -0.48, -0.59], [0.29, -0.25, -0.42], [-0.69, 0.23, 0.88], [0.53, 0.96, -0.58], [0.20, -0.28, 0.13], [0.94, 6.95, -0.76], [-1.61, -7.57, -0.55], [5.22, -1.81, 3.70], [-4.16, 0.49, -2.86], [-1.48, -0.63, -0.26], [-0.36, 1.55, 0.05], [2.05, -0.45, 0.83], [0.97, 1.11, 0.66], [0.05, -2.79, -0.29], [-0.97, -1.60, -0.77], [0.99, 0.31, 0.98], [-0.13, 1.23, -1.17], [-0.54, 1.11, 0.66], [0.60, 1.60, 0.67], [0.09, -0.38, 0.98], [-0.11, 1.06, -1.60], [0.55, -0.21, 0.64], [-0.34, -0.40, 0.25], [-0.46, -0.04, -0.35], [0.20, -0.07, -0.01], [-0.21, -1.46, -3.11], [-1.02, -0.47, 0.79], [0.09, -0.30, 0.78], [0.12, 0.41, 1.41], [0.68, 0.63, 0.36], [0.52, 1.15, -0.12], [-1.88, -2.81, -2.66], [1.65, -1.41, 1.08], [-0.08, 0.56, 0.00], [0.89, 2.19, 0.91], [0.53, 0.04, 1.33], [-1.30, 1.46, -0.57], [-1.27, -1.89, -4.46], [0.70, 0.80, 0.65], [1.72, 0.32, 2.22], [-0.15, -0.28, 0.11], [-0.43, 1.06, 1.12], [-0.50, -0.48, -0.11], [1.46, -2.15, -2.57], [1.25, 1.91, -1.02], [-0.17, 0.35, 0.79], [-0.90, 0.20, 1.66], [-0.30, 0.54, -0.13], [-1.60, -0.62, 1.06], [-1.64, -0.79, -2.12], [-0.82, 0.14, 1.82], [-0.93, -0.32, 0.44], [1.26, 1.17, -2.03], [0.97, -0.56, 0.54], [0.01, 0.92, 0.11], [-2.13, 0.04, -1.46], [0.06, 1.73, 0.90], [-0.46, -0.28, 0.63], [1.21, -0.64, 1.23], [1.06, -0.05, -0.45], [0.36, -0.67, -0.65], [2.55, 1.12, 1.64], [-2.18, -2.31, 0.30], [-0.29, 0.71, 0.30], [0.21, 0.35, -1.32], [-0.54, 0.31, 1.06], [0.22, 0.03, -0.94]]}

=====

{"formula": "C18H66N4O15", "method": "ωB97M-V/def2-TZVPD", "multiplicity": 1, "total_charge": 0, "lumo_ha": 0.0054, "elements": ["C", "C", "O", "H", "H", "H", "H", "H", "H", "C", "C", "O", "H", "H", "H", "H", "H", "H", "C", "C", "O", "H", "H", "H", "H", "H", "H", "C", "O", "N", "N", "H", "H", "H", "H", "C", "O", "N", "N", "H", "H", "H", "H", "C", "O", "H", "H", "H", "H", "C", "O", "H", "H", "H", "H", "C", "O", "H", "H", "H", "H", "C", "O", "H", "H", "H", "H", "C", "O", "H", "H", "H", "H", "C", "O", "H", "H", "H", "H", "C", "O", "H", "H", "H", "H", "C", "O", "H", "H", "H", "H", "C", "O", "H", "H", "H", "H", "C", "O", "H", "H", "H", "H"], "coordinates": [[-0.01717, 2.96030, 1.21068], [-0.54917, 4.17830, 1.90068], [-0.17417, 5.32730, 1.21368], [-0.31917, 1.97830, 1.59168], [1.02383, 2.90830, 1.32668], [-0.36117, 3.01330, 0.15568], [-0.19417, 4.22730, 2.87768], [-1.63317, 4.22430, 1.96768], [-0.20517, 5.97730, 1.94068], [-3.49617, -0.20470, 3.28368], [-4.77517, -0.14370, 2.56268], [-5.80717, -0.24670, 3.47768], [-3.28317, -1.26970, 3.40268], [-3.51317, 0.14830, 4.26568], [-2.56617, 0.12030, 2.83968], [-4.85317, -0.85470, 1.71268], [-4.72417, 0.78330, 2.04968], [-6.62617, 0.03930, 3.10868], [-0.44317, 1.85730, 4.87468], [-0.28917, 0.34730, 4.77868], [0.22483, 0.11130, 3.48268], [-0.73017, 2.17030, 5.81568], [-1.26817, 2.20930, 4.21568], [0.48483, 2.41530, 4.68468], [-1.28017, -0.09570, 4.83968], [0.35783, -0.13370, 5.47568], [0.28883, -0.86970, 3.39668], [2.84583, -3.90370, -0.91932], [4.13783, -4.34370, -0.45732], [2.01283, -4.74970, -1.50332], [2.41583, -2.68070, -0.91832], [2.36883, -5.70570, -1.29632], [1.00483, -4.76870, -1.70032], [3.06383, -1.97170, -0.64532], [1.48583, -2.38670, -1.22532], [-1.85117, -0.14070, -3.84532], [-1.94117, -0.05770, -2.47832], [-2.90717, -0.62070, -4.47932], [-0.78517, 0.09030, -4.51932], [-3.71817, -0.73570, -3.77832], [-3.17817, -0.47970, -5.46132], [0.08283, 0.23730, -3.99032], [-0.61417, -0.30770, -5.49632], [4.67483, 0.21630, -0.41832], [3.40683, -0.25770, -0.22932], [5.43583, -0.22670, 0.23368], [4.64983, 1.30430, -0.20532], [5.01683, 0.18130, -1.45932], [3.17983, 0.12330, 0.62568], [3.34983, 1.84130, 2.58568], [2.64583, 0.79430, 2.09568], [2.60283, 2.48130, 3.09268], [3.92783, 2.31230, 1.80568], [3.99283, 1.56130, 3.36468], [1.82383, 0.72130, 2.62668], [2.02783, -1.02670, -3.57132], [1.45183, 0.11630, -2.94132], [1.47183, -1.96770, -3.32832], [3.04383, -1.24570, -3.16832], [1.95583, -1.05470, -4.67732], [1.03083, -0.19570, -2.16432], [2.50183, 2.58830, -1.40132], [3.33083, 2.27330, -2.46832], [3.16283, 2.70630, -0.54332], [1.74483, 1.87230, -1.02332], [2.06783, 3.59730, -1.46532], [2.98883, 1.44730, -2.88532], [-0.13517, 2.88430, -3.32032], [-0.93917, 2.75630, -4.50232], [0.72983, 2.28930, -3.48132], [-0.71517, 2.42430, -2.47232], [0.13983, 3.86530, -3.10632], [-0.94717, 1.83730, -4.80532], [-1.13317, -3.71370, -2.96332], [-0.98417, -4.48070, -1.82232], [-0.15017, -3.38370, -3.22632], [-1.76717, -2.86170, -2.72132], [-1.52317, -4.21970, -3.84332], [-1.34117, -3.99370, -1.05532], [2.32183, -2.65070, 2.67868], [1.37983, -2.27070, 1.75368], [1.91883, -2.84570, 3.63968], [3.12183, -1.89770, 2.68368], [2.82083, -3.63470, 2.50268], [1.76583, -2.29370, 0.84968], [-3.08617, -2.17070, 0.15668], [-1.83817, -2.88770, 0.09268], [-3.85517, -2.84570, 0.56468], [-3.43917, -1.84170, -0.81732], [-3.05617, -1.38370, 0.90868], [-1.47917, -2.99270, 0.98268], [0.03983, -0.20270, -0.11032], [0.06783, -1.23070, -1.01332], [-0.32617, 0.68030, -0.64632], [1.04883, 0.04730, 0.23968], [-0.66617, -0.36070, 0.67768], [-0.79017, -1.69270, -0.93132], [-3.00817, 2.02030, 0.09268], [-3.67517, 0.89930, -0.63432], [-2.36917, 2.49430, -0.62232], [-2.47417, 1.61830, 0.98068], [-3.76617, 2.74330, 0.32268], [-3.07117, 0.47930, -1.25032]], "atomic_forces_ev_per_a": [[-1.53, -0.51, -0.90], [-1.32, -1.05, -0.70], [0.71, 1.57, 0.38], [-0.56, 0.39, 0.29], [1.69, 0.33, -0.43], [0.70, -0.14, 0.47], [0.76, -0.07, 2.00], [-0.48, -0.67, 0.03], [0.21, 0.22, -1.09], [1.66, -2.98, -0.17], [0.25, 0.62, -1.82], [-0.03, -0.49, 1.18], [0.16, -0.36, 0.43], [-0.48, 1.01, 1.49], [-0.14, 0.73, -0.76], [0.02, -0.09, 0.72], [-0.79, 1.40, -0.54], [-0.78, 0.27, -0.52], [0.16, -0.15, -1.39], [-0.73, 1.17, -0.81], [0.30, -1.59, -0.74], [-0.68, 0.40, 2.30], [0.77, -0.30, 0.05], [-0.17, -0.35, -0.36], [-0.14, -0.19, 0.27], [0.50, 0.05, 1.00], [0.18, 0.99, -0.50], [6.02, -3.00, 1.46], [-6.85, 2.52, -2.23], [0.34, -4.64, 0.03], [-0.05, 2.10, 0.63], [-0.50, 0.92, -0.60], [0.38, 1.03, 0.49], [0.29, 0.79, 0.16], [0.47, -0.29, 0.19], [-2.40, -0.90, 6.98], [0.85, -0.09, -5.82], [-4.13, -0.74, 0.77], [3.88, -0.45, -3.40], [1.70, 0.28, -1.91], [0.64, 0.03, 0.88], [-0.12, 0.11, 0.22], [-0.82, 0.76, 2.08], [2.04, 2.06, -0.49], [-0.89, -0.79, -0.21], [-0.11, -0.26, -0.07], [0.43, -0.31, -0.06], [-0.26, -0.45, 0.15], [-0.91, -0.21, 0.57], [-0.64, 2.09, 0.97], [-1.67, -2.08, -0.64], [0.68, 0.75, -0.50], [-0.04, 0.51, -0.18], [1.38, -0.61, 1.15], [0.25, -0.56, -0.50], [0.08, -2.07, 0.42], [1.26, 0.21, -2.32], [0.11, 0.83, 0.13], [-0.48, 0.50, -0.71], [0.42, 0.92, 0.54], [-0.95, -0.66, 1.47], [0.05, 0.96, 2.03], [-0.49, -1.40, -1.32], [0.13, -0.02, 0.45], [0.33, 0.13, -0.97], [-0.28, -0.32, -0.53], [0.20, 0.92, 0.49], [-1.99, -2.85, -0.25], [-0.21, 1.33, -0.20], [1.06, -0.24, 0.26], [0.63, 0.56, -0.35], [0.14, 1.76, 0.04], [0.23, 0.61, 0.45], [-0.17, 0.87, -0.11], [-0.01, -1.49, 0.81], [0.67, 0.73, -0.58], [-0.04, 0.33, -0.44], [-0.32, -0.48, 0.22], [0.04, -0.24, -0.27], [2.63, -0.98, -0.33], [-1.52, 0.07, -1.03], [-0.85, 0.58, 1.08], [-0.02, -0.15, 0.58], [-0.28, 0.53, -0.61], [-0.20, -0.15, 0.68], [-0.90, -1.02, 1.32], [-0.32, 0.60, -0.11], [0.08, -0.07, -0.31], [0.59, 0.17, 0.00], [0.39, 0.40, -0.59], [0.06, 0.06, -0.10], [0.21, 2.52, 0.06], [-0.18, -2.08, -0.73], [-0.06, 0.30, 0.13], [-0.36, -0.36, 0.23], [-0.13, -0.28, 0.90], [0.57, 0.10, -0.35], [-0.66, -2.45, -1.21], [-0.35, 1.41, 1.79], [0.84, 0.31, -0.14], [-0.32, 0.53, -0.53], [-0.48, 0.13, 0.51], [0.65, 0.19, -0.44]]}

=====

| no. | highest occupied orbital energy (eV) |
| --- | --- |
| 1 | -9.175 |
| 2 | -8.591 |